Run a
This record from the Open Molecules 2025 dataset describes 2 unconnected molecules or ions with the total composition C4H10NO. The level of theory is wB97M-V/def2-TZVPD.

Positions of all 16 atoms, in Å:
C -2.257 -1.509 1.632
C -1.283 -0.479 1.382
C 0.933 1.780 -0.459
C 2.161 -0.240 -2.191
N 0.823 0.379 -0.339
O 1.381 -0.432 -1.197
H -1.957 -2.533 1.967
H -2.805 -1.116 2.488
H -0.245 -0.817 1.353
H -1.398 0.534 1.089
H 0.077 2.194 -0.027
H 1.622 2.191 0.177
H 1.149 2.018 -1.443
H 2.297 -1.254 -2.591
H -3.009 -1.413 0.832
H 2.511 0.697 -2.672

- Lowest unoccupied orbital energy (spin up / spin down): -6.77 / -6.75 eV
- 2S+1: 1
- HOMO level (spin up / spin down): -11.932 / -11.882 eV
- Kohn-Sham gap (spin up / spin down): 0.1897 / 0.1887 Ha
- Charge: +1

***

Run b
This record from the Open Molecules 2025 dataset describes 2 unconnected molecules or ions with the total composition C4H10NO. The level of theory is wB97M-V/def2-TZVPD.

Positions of all 16 atoms, in Å:
C -1.150 1.319 0.084
C 0.043 0.813 -0.115
C 1.202 1.508 -0.532
C 1.351 -1.214 0.049
N 0.256 -0.536 0.141
O -1.981 -1.690 0.687
H -1.965 0.693 0.193
H -1.389 2.323 -0.197
H 1.719 0.980 -1.408
H 1.989 1.506 0.322
H 1.269 2.623 -0.663
H 2.235 -0.634 -0.396
H 1.476 -2.315 0.085
H -0.632 -0.880 0.445
H -1.876 -2.341 0.053
H -2.547 -2.155 1.253

- Lowest unoccupied orbital energy: -5.17 eV
- 2S+1: 1
- HOMO level: -14.347 eV
- Kohn-Sham gap: 0.3372 Ha
- Charge: +1

***

Run c
This record from the Open Molecules 2025 dataset describes a gas-phase ion, C4H10NO (charge +1). The level of theory is wB97M-V/def2-TZVPD.

Positions of all 16 atoms, in Å:
C -0.833 -0.267 -0.827
C 0.275 0.136 0.130
C 1.440 -0.757 0.348
C 0.163 1.479 0.783
N -1.761 -0.748 0.157
O -0.303 -1.281 -1.726
H -1.176 0.450 -1.587
H 1.323 -1.290 1.290
H 2.393 -0.113 0.329
H 1.498 -1.387 -0.472
H 0.610 2.295 0.141
H 0.741 1.564 1.764
H -0.936 1.744 0.737
H -2.600 -0.188 0.339
H -1.401 -0.986 1.079
H 0.087 -2.037 -1.248

- Lowest unoccupied orbital energy: -6.41 eV
- 2S+1: 1
- HOMO level: -15.218 eV
- Kohn-Sham gap: 0.3236 Ha
- Charge: +1

***

Run d
This record from the Open Molecules 2025 dataset describes 2 unconnected molecules or ions with the total composition C4H10NO. The level of theory is wB97M-V/def2-TZVPD.

Positions of all 16 atoms, in Å:
C 1.234 1.200 -0.155
C -0.501 -1.253 0.356
C -1.720 0.565 -0.320
C 2.267 0.389 0.166
N -0.722 -0.288 -0.576
O 2.387 -0.820 -0.428
H 1.080 2.160 0.340
H -0.345 -1.015 1.459
H 0.206 -1.896 -0.091
H -1.513 -1.698 0.522
H -1.256 1.435 0.091
H -2.524 0.348 0.369
H -2.121 0.967 -1.255
H 0.844 1.166 -1.228
H 2.949 0.854 0.780
H 3.240 -1.242 -0.221

- Lowest unoccupied orbital energy (spin up / spin down): -7.41 / -6.50 eV
- 2S+1: 1
- HOMO level (spin up / spin down): -13.520 / -14.097 eV
- Kohn-Sham gap (spin up / spin down): 0.2246 / 0.2792 Ha
- Charge: +1

***

Relative to the most stable one, in eV, the structures come out at run a 6.230; run b 0.000; run c 0.734; run d 3.639.

***

Run a
This record from the Open Molecules 2025 dataset describes 2 unconnected molecules or ions with the total composition C4H10NO. The level of theory is wB97M-V/def2-TZVPD.

Positions of all 16 atoms, in Å:
C -0.972 1.239 -0.869
C -0.764 0.180 0.056
C -1.291 -1.192 -0.231
C 2.067 0.146 0.255
N -0.030 0.348 1.167
O 1.844 0.712 -0.919
H -0.603 2.230 -0.731
H -1.358 0.961 -1.959
H -1.929 -1.436 -1.120
H -2.054 -1.522 0.543
H -0.632 -2.049 -0.103
H 2.690 0.728 0.882
H 2.079 -0.989 0.149
H 0.029 1.340 1.488
H -0.185 -0.262 1.911
H 1.271 0.197 -1.588

- Lowest unoccupied orbital energy (spin up / spin down): -5.11 / -5.11 eV
- 2S+1: 1
- HOMO level (spin up / spin down): -13.319 / -13.319 eV
- Kohn-Sham gap (spin up / spin down): 0.3018 / 0.3018 Ha
- Charge: +1

***

Run b
This record from the Open Molecules 2025 dataset describes 2 unconnected molecules or ions with the total composition C4H10NO. The level of theory is wB97M-V/def2-TZVPD.

Positions of all 16 atoms, in Å:
C 0.398 -0.400 1.765
C -0.171 0.785 0.784
C 0.811 1.004 -0.327
C 0.846 -0.382 -0.887
O 1.844 -1.096 -0.685
N -2.939 0.033 -0.790
H 0.679 0.085 2.721
H 1.391 -0.705 1.413
H -0.221 -1.239 2.024
H -0.599 1.637 1.274
H 1.770 1.332 -0.155
H 0.523 1.680 -1.264
H -0.086 -0.866 -1.239
H -3.419 -0.586 -0.165
H -2.068 0.391 -0.291
H -3.456 0.758 -1.306

- Lowest unoccupied orbital energy: -8.70 eV
- 2S+1: 1
- HOMO level: -14.177 eV
- Kohn-Sham gap: 0.2012 Ha
- Charge: +1

***

Run c
This record from the Open Molecules 2025 dataset describes 3 unconnected molecules or ions with the total composition C4H10NO. The level of theory is wB97M-V/def2-TZVPD.

Positions of all 16 atoms, in Å:
C 0.434 -0.106 1.128
C -0.624 -0.359 2.048
C 1.565 2.070 0.779
C -1.087 -0.229 -2.848
N 1.047 0.980 0.822
O -0.401 -0.243 -1.869
H 0.742 -0.959 0.454
H -1.096 0.615 2.349
H -0.355 -0.862 2.988
H -1.346 -1.153 1.817
H 2.589 2.343 1.308
H 0.124 -1.909 -0.846
H 1.098 2.734 0.130
H -1.465 -1.156 -3.173
H -1.114 0.590 -3.665
H -0.111 -2.356 -1.421

- Lowest unoccupied orbital energy: -4.57 eV
- 2S+1: 1
- HOMO level: -13.395 eV
- Kohn-Sham gap: 0.3242 Ha
- Charge: +1

***

Relative to the most stable one, in eV, the structures come out at run a 0.000; run b 2.823; run c 1.641.

***

Run a
This record from the Open Molecules 2025 dataset describes a single C5H7N molecule. The level of theory is wB97M-V/def2-TZVPD.

Positions of all 13 atoms, in Å:
C 1.648 0.133 -0.069
C 0.203 0.191 0.408
C -0.753 1.188 -0.193
C -1.963 0.685 -0.605
C -1.714 -0.717 -0.364
N -0.544 -1.031 0.183
H 2.222 -0.632 0.469
H 1.703 -0.075 -1.142
H 2.123 1.101 0.117
H 0.157 0.419 1.483
H -0.465 2.240 -0.136
H -2.395 -1.545 -0.574
H -0.221 -1.958 0.422

- Lowest unoccupied orbital energy: 0.20 eV
- 2S+1: 1
- HOMO level: -7.358 eV
- Kohn-Sham gap: 0.2779 Ha

***

Run b
This record from the Open Molecules 2025 dataset describes a molecular structure, C5H7N. The level of theory is wB97M-V/def2-TZVPD.

Positions of all 13 atoms, in Å:
C 2.034 0.100 -0.166
C 0.468 -0.459 -0.050
C 0.251 0.867 -0.070
C -2.950 0.987 0.130
C -2.629 -0.171 0.068
N 0.109 -1.666 -0.134
H 2.528 -0.513 0.593
H 2.343 -0.160 -1.178
H 2.309 1.144 0.008
H 0.246 1.376 0.897
H -3.248 2.012 0.172
H -2.268 -1.180 0.001
H 0.889 -2.314 -0.212

- Lowest unoccupied orbital energy: 0.78 eV
- 2S+1: 1
- HOMO level: -8.862 eV
- Kohn-Sham gap: 0.3543 Ha

***

Relative to the most stable one, in eV, the structures come out at run a 0.000; run b 3.146.